The following is a DFT calculation (ωB97M-V/def2-TZVPD) of a structure of composition C32H46Cl2MoOP4 at a distorted geometry.

Spin multiplicity: 3
DFT total energy (eV): -100015.848
Maximum force (eV Å⁻¹): 7.40
Charge: +2
HOMO level (alpha / beta) (eV): -12.59 / -12.68
LUMO (alpha / beta) (eV): -5.304 / -8.970
Relative energy (zero: lowest compared OMol25 entry of this formula, charge and spin) (eV): 6.783

Each line ends with the Löwdin charge.
Geometry (Å):
P1 -5.003 3.507 -2.343  1.2059
C1 -4.794 3.846 -0.608  -0.3147
C2 -4.907 5.253 -0.749  -0.1392
H1 -4.642 5.718 -1.703  0.1019
C3 -5.582 6.033 0.189  -0.0323
H2 -5.792 7.092 -0.029  0.1309
C4 -5.962 5.442 1.401  -0.0158
H3 -6.449 6.060 2.154  0.1268
C5 -5.662 4.093 1.665  -0.0156
H4 -5.925 3.686 2.651  0.1298
C6 -5.059 3.294 0.668  -0.0260
H5 -4.820 2.258 0.913  0.1131
C7 -3.360 3.627 -3.068  -0.3562
C8 -2.223 4.373 -2.678  -0.0823
H6 -1.964 4.509 -1.628  0.1015
C9 -1.413 4.992 -3.651  -0.0543
H7 -0.555 5.616 -3.358  0.1231
C10 -1.713 4.848 -5.011  -0.0553
H8 -1.106 5.350 -5.769  0.1218
C11 -2.749 4.001 -5.423  -0.0502
H9 -2.992 3.873 -6.485  0.1250
C12 -3.484 3.320 -4.445  -0.1181
H10 -4.298 2.673 -4.770  0.1102
C13 -5.403 1.644 -2.333  -0.2512
C14 -6.740 1.980 -2.607  -0.1881
H11 -7.060 3.034 -2.541  0.0819
C15 -7.684 1.080 -3.112  -0.0307
H12 -8.694 1.438 -3.354  0.1271
C16 -7.290 -0.262 -3.247  -0.0455
H13 -8.036 -0.982 -3.595  0.1221
C17 -5.994 -0.670 -2.905  -0.0332
H14 -5.736 -1.738 -2.991  0.1237
C18 -5.037 0.285 -2.450  -0.0642
H15 -4.067 -0.117 -2.159  0.0744
Mo1 0.172 -0.059 0.030  0.7943
C19 0.906 -0.301 -1.984  -0.2073
C20 0.277 0.215 -3.078  -0.3664
H16 1.847 -0.857 -2.040  0.0179
C21 -1.059 0.938 -2.899  -0.3274
O1 -2.086 0.239 -3.687  -0.0371
H17 -2.949 0.647 -3.639  0.0380
C22 -1.133 0.770 -1.458  -0.1915
H18 -0.992 2.036 -3.161  0.1418
C23 -1.512 0.628 -0.215  -0.4797
Cl1 -0.591 0.318 2.429  -0.0312
P2 -1.134 -2.236 0.150  0.7090
P3 1.307 2.086 0.467  0.6740
C24 -1.003 -2.988 1.795  -0.2807
H19 -1.477 -2.321 2.525  0.0159
H20 0.057 -3.111 2.045  0.0359
H21 -1.508 -3.962 1.761  0.0561
C25 -2.912 -2.307 -0.238  -0.2410
H22 -3.060 -2.248 -1.326  0.0417
H23 -3.430 -1.469 0.249  0.0462
H24 -3.301 -3.265 0.139  0.0609
C26 -0.398 -3.446 -0.987  -0.2605
H25 0.675 -3.530 -0.777  0.0336
H26 -0.548 -3.103 -2.019  0.0353
H27 -0.899 -4.411 -0.831  0.0579
C27 2.321 1.976 1.970  -0.2854
H28 3.150 1.281 1.796  0.0361
H29 1.686 1.612 2.788  0.0014
H30 2.705 2.979 2.191  0.0553
C28 2.489 2.514 -0.848  -0.2562
H31 1.942 2.735 -1.774  0.0312
H32 3.160 1.663 -1.020  0.0479
H33 3.066 3.397 -0.534  0.0590
C29 0.342 3.610 0.684  -0.2375
H34 -0.504 3.408 1.355  0.0451
H35 -0.024 3.966 -0.290  0.0254
H36 1.011 4.362 1.130  0.0607
P4 0.923 -0.019 -4.758  0.8692
C30 2.589 -0.604 -4.623  -0.1769
C31 0.855 1.566 -5.572  -0.1633
H37 2.640 -1.564 -4.099  0.0743
H38 3.230 0.113 -4.100  0.0769
H39 3.012 -0.754 -5.622  0.0765
H40 -0.173 1.938 -5.629  0.0543
H41 1.247 1.481 -6.591  0.0754
H42 1.465 2.298 -5.033  0.0723
C32 -0.091 -1.197 -5.628  -0.1640
H43 -0.059 -2.170 -5.126  0.0755
H44 0.271 -1.322 -6.655  0.0746
H45 -1.126 -0.843 -5.649  0.0557
H46 -2.378 1.134 0.201  0.0545
Cl2 2.051 -1.293 0.721  -0.0198

Forces on the atoms, in the same order (eV/Å):
3.9 -4.9 2.6
-0.2 1.5 0.0
-1.2 1.1 0.6
0.1 0.1 0.1
0.3 0.3 0.4
0.2 -0.6 0.3
0.2 0.4 -0.6
0.0 -0.3 -0.1
0.7 -0.4 -0.7
0.3 0.0 -0.6
-0.8 0.0 0.6
-0.3 0.2 -0.4
0.6 0.7 -1.4
0.0 0.7 -0.2
-0.4 0.1 -0.1
-0.1 -0.5 0.3
-0.5 -0.4 0.0
0.0 -0.2 -0.2
-0.3 0.0 0.3
0.4 -0.5 0.4
0.2 0.0 0.5
-0.4 0.9 -0.7
0.0 0.2 0.0
-1.6 1.8 -0.9
-1.5 -1.0 -0.9
-0.3 -0.4 0.2
0.3 -0.4 0.4
0.5 -0.4 0.1
-0.6 0.5 0.0
0.4 0.1 0.1
0.4 0.9 0.4
0.0 0.7 0.2
-0.4 -0.6 -0.3
0.0 0.4 -0.1
1.0 -0.5 -2.6
0.1 0.1 0.0
0.9 -0.7 -1.2
-0.1 0.1 -0.6
0.6 -0.2 -0.6
1.6 0.2 0.6
-0.2 0.6 0.3
0.8 -1.1 3.1
-0.2 -1.0 0.1
-6.2 3.8 -1.2
0.3 -0.1 -0.2
0.6 -0.5 0.3
1.1 0.4 0.3
-0.2 -0.1 -0.1
0.2 -0.2 -0.1
-0.3 0.1 0.0
0.1 0.1 0.2
0.0 0.1 0.0
0.0 0.0 0.3
0.1 -0.3 -0.1
0.0 0.3 -0.2
-0.2 -0.2 0.1
-0.3 0.0 0.0
0.0 -0.1 0.2
0.3 0.1 -0.2
0.0 0.2 0.0
-0.2 0.1 0.1
0.3 0.1 -0.2
0.0 -0.2 0.1
0.1 0.3 0.0
0.2 0.0 0.2
-0.1 0.2 0.1
0.0 -0.2 -0.2
-0.1 0.0 0.1
0.2 0.1 -0.1
0.1 -0.1 0.3
-0.3 -0.1 -0.2
-0.7 0.1 1.6
0.8 -0.2 -0.4
0.2 0.3 -0.6
-0.2 0.2 0.0
-0.2 0.0 0.0
-0.1 0.0 0.1
0.1 -0.2 0.1
-0.1 0.0 0.1
-0.1 -0.2 0.0
-0.1 -0.3 -0.6
0.0 0.2 0.0
-0.1 0.0 0.1
0.2 0.0 0.1
-0.3 -0.8 0.9
0.4 -0.4 0.4